20
Properties=species:S:1:pos:R:3:forces:R:3:lowdin_spin:R:1 method="wB97M-V/def2-TZVPD" s2=2.020 charge=+1 multiplicity=3 relative_energy_kj_mol=343.0 lumo_energy_ev="-3.654 / -7.503" e_homo_ev="-11.16 / -14.09" largest_force_ev_per_a=5.2 gap_ev="7.51 / 6.59"
C -1.2503 -1.3141 -0.8323 -1.1 -1.4 1.8 0.19
C 0.7464 1.3598 0.8052 -1.1 0.9 2.2 0.10
C -1.7240 -2.0058 -2.0658 -1.5 -0.7 0.7 0.02
C 1.4397 2.3301 0.0256 1.0 0.9 -5.0 0.03
C 1.5114 0.8734 1.9835 -3.7 -1.6 0.1 0.03
N -1.8717 -0.2067 -0.4954 -0.9 2.4 -1.0 0.32
N -1.6208 0.7634 0.2988 -1.8 -3.5 -2.0 0.79
N -0.5062 1.1362 0.6197 4.4 1.3 1.9 0.33
N -0.3888 -1.9369 0.0161 0.5 -2.0 0.6 0.15
H -1.6301 -3.1098 -2.0330 -0.1 0.6 0.2 0.00
H -1.1464 -1.6915 -2.8783 1.1 0.6 -1.3 0.01
H -2.7649 -1.6946 -2.3345 0.8 -0.3 0.6 0.00
H 2.5627 2.1939 -0.2728 -2.1 -0.7 0.5 0.00
H 1.5233 3.3378 0.3565 -0.5 0.8 1.3 0.01
H 0.7387 2.4264 -0.8762 1.7 0.2 0.5 0.00
H 1.8277 1.5805 2.6864 0.6 1.4 0.6 0.00
H 2.2674 0.3284 1.5732 2.7 -1.4 -0.7 0.00
H 0.8455 0.1795 2.4948 0.2 -0.1 0.4 0.00
H -0.1922 -1.5025 0.9458 -0.4 -0.8 -1.2 0.00
H -0.3674 -3.0474 -0.0174 0.3 3.5 -0.1 0.01